12 unconnected molecules or ions with the total composition C83H185B2F8N9O. Source: the OMol25 dataset; level of theory: the ωB97M-V functional and the def2-TZVPD basis.

Last column: Löwdin charge in e.
Positions of all 288 atoms, in Å:
C 0.144 0.242 0.755  -0.0944
C 1.426 0.114 -0.114  -0.4874
O 1.482 0.967 -1.228  -0.3664
H -0.638 -0.185 0.127  0.0428
H -0.123 1.241 1.099  0.0512
H 0.210 -0.380 1.648  0.0406
H 1.375 -0.934 -0.411  0.0682
H 2.300 0.203 0.532  0.0538
C 1.474 -9.089 3.307  -0.0872
C 0.556 -8.158 2.592  -0.2291
C 0.782 -8.080 1.021  -0.0423
N -0.262 -7.100 0.339  -0.2127
C 0.344 -6.778 -1.054  -0.0815
C -0.335 -5.588 -1.735  -0.1663
C -0.545 -4.376 -0.804  -0.1815
C -1.261 -4.830 0.439  -0.1671
C -0.492 -5.898 1.196  -0.1177
C -1.534 -7.920 -0.006  0.0531
H 1.057 -9.280 4.296  0.0867
H 2.414 -8.553 3.432  0.0806
H 1.731 -10.024 2.810  0.0918
H 0.703 -7.125 2.908  0.0845
H -0.458 -8.470 2.840  0.1136
H 0.813 -9.011 0.456  0.1373
H 1.733 -7.563 0.891  0.1160
H 1.364 -6.438 -0.875  0.1163
H 0.322 -7.639 -1.723  0.1462
H 0.286 -5.279 -2.576  0.1037
H -1.286 -5.822 -2.212  0.1096
H 0.427 -3.973 -0.517  0.1002
H -1.072 -3.651 -1.424  0.0959
H -1.214 -3.952 1.084  0.0990
H -2.319 -5.082 0.366  0.1217
H 0.478 -5.524 1.522  0.1337
H -1.034 -6.190 2.096  0.1213
H -1.402 -8.932 -0.388  0.1159
H -1.983 -7.351 -0.820  0.0862
H -2.094 -7.917 0.930  0.1099
C -4.074 3.078 1.065  -0.0731
C -4.822 4.299 0.395  -0.1946
C -6.384 4.156 0.441  -0.1111
N -7.246 5.315 -0.054  -0.2317
C -8.782 5.065 0.183  -0.0537
C -9.116 5.196 1.714  -0.1387
C -8.411 6.374 2.477  -0.1429
C -6.945 6.741 2.047  -0.1377
C -6.824 6.705 0.518  -0.0817
C -7.041 5.398 -1.625  0.0316
H -4.107 2.155 0.487  0.0480
H -4.616 2.889 1.991  0.0577
H -3.050 3.311 1.356  0.0669
H -4.451 4.210 -0.626  0.0785
H -4.439 5.219 0.838  0.1037
H -6.660 3.991 1.483  0.1231
H -6.645 3.305 -0.188  0.1282
H -8.874 4.075 -0.263  0.1197
H -9.396 5.691 -0.465  0.1392
H -9.095 4.226 2.210  0.1059
H -10.167 5.434 1.880  0.1225
H -8.497 6.062 3.517  0.1176
H -9.075 7.231 2.364  0.1200
H -6.291 6.029 2.549  0.0974
H -6.605 7.713 2.406  0.1292
H -5.789 6.833 0.198  0.1187
H -7.500 7.392 0.009  0.1457
H -7.481 4.526 -2.110  0.1058
H -5.996 5.632 -1.826  0.0935
H -7.511 6.260 -2.100  0.1095
C 1.616 -6.564 7.092  -0.0691
C 1.395 -5.286 6.180  -0.1814
C 2.737 -4.489 6.001  -0.1117
N 2.614 -3.150 5.291  -0.2424
C 4.104 -2.729 5.046  -0.0680
C 4.192 -1.489 4.172  -0.1390
C 3.507 -1.573 2.768  -0.1704
C 2.067 -1.939 3.050  -0.1403
C 1.858 -3.270 3.921  -0.0172
C 1.845 -2.194 6.170  0.0103
H 0.695 -7.131 7.229  0.0787
H 1.970 -6.288 8.085  0.0745
H 2.326 -7.268 6.659  0.0757
H 0.544 -4.651 6.424  0.0992
H 1.091 -5.803 5.270  0.0891
H 3.374 -5.110 5.370  0.1338
H 3.210 -4.292 6.963  0.1378
H 4.481 -3.659 4.620  0.1345
H 4.615 -2.653 6.005  0.1424
H 5.257 -1.517 3.940  0.1174
H 3.967 -0.580 4.729  0.1127
H 3.975 -2.266 2.070  0.0986
H 3.594 -0.639 2.213  0.0779
H 1.719 -2.203 2.051  0.0972
H 1.508 -1.149 3.552  0.0874
H 2.292 -4.177 3.500  0.1174
H 0.797 -3.473 4.066  0.1069
H 1.789 -1.169 5.803  0.0728
H 2.394 -2.140 7.110  0.1232
H 0.825 -2.572 6.105  0.0850
C -2.417 5.047 4.461  -0.0754
C -2.828 3.580 4.519  -0.2461
C -2.526 3.043 5.897  -0.1048
N -2.886 1.551 5.984  -0.2175
C -2.731 1.031 7.429  -0.0796
C -1.208 1.048 7.866  -0.1275
C -0.337 0.170 6.935  -0.1472
C -0.596 0.546 5.417  -0.1331
C -2.081 0.639 5.006  -0.0602
C -4.457 1.415 5.870  0.0350
H -2.270 5.347 3.423  0.0664
H -1.552 5.364 5.043  0.0862
H -3.218 5.704 4.801  0.0858
H -2.473 2.951 3.703  0.0861
H -3.883 3.510 4.252  0.0892
H -3.232 3.400 6.646  0.1407
H -1.495 3.220 6.203  0.1312
H -3.374 1.584 8.114  0.1413
H -3.037 -0.013 7.356  0.1343
H -0.848 2.076 7.894  0.1037
H -1.148 0.782 8.921  0.1273
H 0.698 0.098 7.268  0.1080
H -0.709 -0.854 6.974  0.1051
H 0.060 1.348 5.080  0.0932
H -0.113 -0.199 4.784  0.0836
H -2.321 0.814 3.957  0.1181
H -2.578 -0.323 5.130  0.1243
H -4.966 2.176 6.462  0.1118
H -4.834 0.444 6.191  0.1140
H -4.754 1.626 4.843  0.0796
C 2.268 2.726 3.412  -0.1123
C 3.446 2.904 2.499  -0.2179
C 3.032 3.497 1.129  -0.0332
N 4.320 3.586 0.115  -0.1643
C 5.349 4.635 0.552  -0.1053
C 4.687 5.984 0.419  -0.1704
C 4.072 6.229 -0.963  -0.1782
C 3.153 5.144 -1.527  -0.1522
C 3.865 3.824 -1.349  -0.1410
C 5.138 2.217 0.003  0.0305
H 1.649 3.587 3.661  0.0759
H 2.550 2.600 4.457  0.0869
H 1.528 1.994 3.088  0.0625
H 3.810 1.880 2.415  0.0935
H 4.206 3.562 2.921  0.1209
H 2.504 4.446 1.220  0.1232
H 2.334 2.813 0.646  0.1060
H 5.957 4.455 1.439  0.1430
H 6.119 4.602 -0.218  0.1331
H 3.997 6.331 1.189  0.1193
H 5.390 6.814 0.481  0.1326
H 3.501 7.158 -0.984  0.1290
H 4.934 6.399 -1.609  0.1232
H 2.130 5.098 -1.152  0.1028
H 3.252 5.450 -2.568  0.1124
H 3.352 2.924 -1.690  0.1051
H 4.824 3.797 -1.867  0.1098
H 4.358 1.456 -0.031  0.0785
H 5.609 2.063 0.974  0.0938
H 5.867 2.093 -0.797  0.1044
C 6.065 -0.335 -9.071  -0.0759
C 6.471 1.016 -8.441  -0.1944
C 5.714 1.214 -7.093  -0.1353
N 6.250 2.359 -6.233  -0.2356
C 6.280 3.739 -7.018  -0.0333
C 4.815 4.290 -7.095  -0.1360
C 4.029 4.401 -5.813  -0.1793
C 4.072 3.082 -5.095  -0.1798
C 5.525 2.520 -4.901  -0.0907
C 7.713 1.991 -5.888  0.0250
H 6.495 -0.391 -10.071  0.0919
H 4.985 -0.449 -9.160  0.0798
H 6.435 -1.225 -8.563  0.0816
H 6.107 1.846 -9.047  0.1113
H 7.548 1.019 -8.275  0.1118
H 5.655 0.256 -6.576  0.1219
H 4.681 1.513 -7.267  0.1167
H 6.739 3.601 -7.997  0.1295
H 7.005 4.320 -6.448  0.1357
H 4.387 3.618 -7.839  0.1182
H 4.878 5.256 -7.595  0.1346
H 2.976 4.541 -6.056  0.1224
H 4.342 5.203 -5.143  0.1247
H 3.460 2.274 -5.498  0.0977
H 3.826 3.280 -4.052  0.0857
H 5.565 1.521 -4.466  0.1074
H 5.984 3.274 -4.262  0.1318
H 7.763 0.923 -5.674  0.1142
H 8.153 2.572 -5.078  0.1093
H 8.313 2.320 -6.737  0.1058
C 6.759 -1.307 0.271  -0.0713
C 6.310 -1.626 -1.211  -0.1662
C 4.853 -2.237 -1.302  -0.0913
N 4.226 -2.086 -2.691  -0.2268
C 2.915 -2.903 -2.606  -0.0713
C 2.071 -2.704 -3.884  -0.1434
C 1.795 -1.261 -4.205  -0.1982
C 3.041 -0.383 -4.197  -0.1480
C 4.051 -0.602 -3.017  -0.0753
C 5.120 -2.870 -3.660  0.0467
H 6.049 -0.619 0.732  0.0413
H 7.784 -0.947 0.358  0.0850
H 6.658 -2.118 0.993  0.0749
H 7.068 -2.276 -1.649  0.1094
H 6.416 -0.638 -1.659  0.0811
H 4.202 -1.678 -0.629  0.1222
H 4.767 -3.305 -1.104  0.1178
H 2.444 -2.524 -1.699  0.1160
H 3.081 -3.960 -2.399  0.1374
H 1.089 -3.142 -3.706  0.1095
H 2.467 -3.258 -4.735  0.1218
H 1.078 -0.898 -3.469  0.0918
H 1.210 -1.033 -5.096  0.1100
H 2.760 0.665 -4.088  0.0848
H 3.582 -0.501 -5.136  0.1018
H 3.552 -0.099 -2.189  0.1050
H 5.031 -0.191 -3.257  0.1004
H 4.678 -2.901 -4.656  0.1025
H 5.164 -3.896 -3.296  0.1222
H 6.145 -2.501 -3.661  0.1011
C -1.018 4.785 -0.964  -0.0911
C -0.790 3.567 -1.851  -0.1845
C -1.932 3.317 -2.940  -0.1137
N -1.615 2.239 -3.941  -0.2064
C -2.646 2.362 -5.107  -0.0729
C -2.660 1.044 -6.021  -0.1334
C -2.969 -0.178 -5.173  -0.1800
C -1.853 -0.300 -4.163  -0.1892
C -1.699 0.829 -3.173  -0.0701
C -0.218 2.367 -4.667  0.0626
H -1.177 5.726 -1.491  0.0852
H -0.254 4.901 -0.195  0.0717
H -1.988 4.797 -0.466  0.0461
H -0.883 2.697 -1.201  0.0893
H 0.204 3.660 -2.287  0.0925
H -2.110 4.137 -3.637  0.1250
H -2.891 3.119 -2.462  0.1200
H -3.672 2.585 -4.815  0.1296
H -2.408 3.245 -5.701  0.1284
H -3.390 1.228 -6.809  0.1277
H -1.700 0.903 -6.518  0.1049
H -3.945 -0.063 -4.701  0.1146
H -3.102 -1.097 -5.743  0.1292
H -2.127 -1.109 -3.487  0.1135
H -0.874 -0.592 -4.543  0.0946
H -2.578 0.839 -2.529  0.1169
H -0.855 0.685 -2.498  0.1047
H -0.252 3.429 -4.906  0.1071
H -0.049 1.742 -5.544  0.0990
H 0.518 2.155 -3.891  0.0840
C -8.667 -3.241 -3.262  -0.0678
C -7.231 -3.035 -2.694  -0.2071
C -7.312 -2.099 -1.425  -0.0844
N -6.117 -2.177 -0.370  -0.2202
C -4.710 -2.089 -1.096  -0.0611
C -3.517 -1.887 -0.162  -0.1664
C -3.649 -0.644 0.754  -0.1870
C -4.960 -0.856 1.476  -0.1725
C -6.249 -1.096 0.730  -0.0963
C -6.192 -3.524 0.389  0.0583
H -9.038 -2.326 -3.723  0.0839
H -9.388 -3.523 -2.494  0.0840
H -8.559 -4.069 -3.962  0.0886
H -6.633 -2.433 -3.379  0.0988
H -6.810 -4.016 -2.471  0.1026
H -8.171 -2.345 -0.800  0.1241
H -7.425 -1.057 -1.725  0.1230
H -4.828 -1.255 -1.787  0.1239
H -4.624 -3.043 -1.615  0.1245
H -2.518 -1.825 -0.593  0.1026
H -3.394 -2.706 0.547  0.1007
H -3.411 0.221 0.136  0.0803
H -2.775 -0.653 1.405  0.0964
H -5.109 -0.060 2.206  0.1115
H -4.767 -1.636 2.213  0.1198
H -6.560 -0.179 0.229  0.1193
H -7.068 -1.330 1.409  0.1411
H -6.015 -4.214 -0.436  0.0970
H -7.152 -3.510 0.905  0.1200
H -5.325 -3.648 1.038  0.1025
B -2.017 -3.214 3.945  -1.3733
F -1.338 -2.884 5.112  0.1132
F -1.654 -2.368 2.886  0.0957
F -1.718 -4.517 3.683  0.1668
F -3.364 -3.009 4.239  0.1122
B 3.527 -4.937 0.758  -1.6380
F 4.600 -4.172 0.861  0.1919
F 2.481 -4.162 0.715  0.2130
F 3.628 -5.758 -0.288  0.2016
F 3.452 -5.655 1.947  0.1223

Cartesian forces, eV/Å:
C 0.4464 -0.3693 -0.2591
C -0.8452 1.2404 -0.8963
O 0.0090 -0.3532 0.6330
H -0.4895 0.2422 0.0870
H 0.1014 0.3260 -0.3152
H -0.0013 -0.2093 0.0620
H 0.3289 -0.7080 -0.1618
H 0.5426 0.1316 0.4310
C 1.3079 0.2599 0.4393
C -0.9938 0.0183 -2.1898
C -0.3084 1.3112 1.3471
N 1.0831 -3.3421 -1.7545
C 0.0127 1.6077 0.5903
C -0.1715 0.3953 -0.0941
C 0.2619 -1.4161 -1.1949
C 0.2457 1.2291 1.1302
C -0.5057 0.0738 -0.4752
C 0.2138 1.6669 0.7991
H 0.1929 -0.2223 -0.0418
H 0.2640 -0.2459 0.2218
H -0.4310 -0.0201 -0.0501
H -0.0180 -0.2457 0.4672
H -0.3107 0.2404 -0.3219
H -0.3536 0.0328 0.1861
H 0.1309 -0.0928 -0.0982
H 0.1747 -0.4323 0.1331
H 0.0225 -0.2604 0.5612
H 0.2934 -0.1978 -0.0450
H -0.1917 -0.3343 0.1691
H 0.0421 0.1334 0.0508
H -0.2088 0.3403 0.3974
H -0.3734 -0.0855 0.4866
H -0.0083 -0.1555 -0.4674
H 0.1641 -0.0417 -0.2825
H -0.0272 -0.1057 -0.2206
H 0.8161 0.1377 0.3568
H -0.5791 -0.0769 0.4311
H -0.4363 -0.1826 -0.3919
C -1.4566 0.7682 0.6554
C 0.3954 -0.9768 -0.4665
C 0.6623 0.3797 0.3221
N 0.0189 1.2262 -2.2014
C 1.0844 -0.4282 1.0459
C -0.0600 0.2609 -0.6929
C 0.0267 -0.2889 -0.4808
C -1.2552 -0.8217 -0.0283
C -0.0444 -1.3981 0.3440
C -0.1157 0.6837 1.0955
H -0.0139 0.2322 -0.1587
H 0.1247 -0.3231 0.2751
H -0.0134 0.1242 -0.3405
H -0.3188 0.7337 -0.3097
H -0.2454 0.0155 -0.0058
H -0.2344 -0.1700 -0.1259
H -0.2620 -0.0676 0.2442
H -0.4287 -0.2718 0.5525
H 0.5428 0.5953 0.1280
H 0.8585 -0.0535 0.0113
H -0.1982 0.0004 -0.7364
H 0.4047 0.3952 0.1157
H 0.2579 0.1849 -0.0338
H 0.3545 -0.1702 -0.3526
H -0.3854 0.1231 -0.0553
H -0.1640 0.2784 -0.1243
H 0.1846 0.1935 0.1829
H 0.4838 -0.2045 0.2619
H 0.1444 -0.8459 0.1443
H -0.6434 0.1514 0.7484
C -0.1422 1.1742 0.2673
C 0.7361 -1.2245 -0.0229
C -1.7674 -0.8655 -0.3634
N -0.0424 0.5642 -0.2909
C -2.1017 -0.5384 -0.4101
C 1.7035 -0.7435 -1.2495
C 0.0233 -0.0268 1.9449
C -0.1721 -2.1928 -0.2180
C 1.6588 0.8853 -0.0262
C 0.5305 -0.2674 -0.6591
H -0.1310 0.2724 -0.1096
H 0.0424 -0.0538 0.0347
H 0.1586 0.2698 -0.1751
H 0.1261 -0.1283 0.5842
H 0.1987 0.6565 -0.6499
H 0.2101 0.1214 0.1569
H 0.0218 -0.0174 -0.0488
H 0.3700 0.4498 -0.6419
H -0.3363 0.3801 0.1316
H 0.3674 0.6948 0.2916
H -0.1273 -0.0105 -0.0976
H 0.0716 -0.5868 0.5214
H -0.2361 0.4391 0.3810
H -1.0817 0.1672 0.2154
H -0.0818 0.1412 -0.3970
H 0.1838 0.2455 -0.5626
H 0.0771 0.2631 0.4844
H 0.4707 -0.2054 -0.5613
H -0.6752 -0.3055 0.3201
H 0.0246 0.0389 0.9733
C -0.3781 0.6645 -0.7362
C -0.3338 0.3562 -0.0880
C -1.2388 -1.5919 -0.0472
N -1.3922 -0.2595 0.6705
C 2.8001 -0.5002 -0.3242
C -0.7797 0.3021 -0.3567
C -1.8841 -0.0198 -0.7656
C 1.0837 -0.0874 0.1881
C -0.6192 -0.5376 1.5101
C 0.8083 0.4823 -1.2651
H 0.2678 0.0424 -0.0473
H 0.2018 -0.4869 -0.0863
H -0.1505 -0.1724 0.2176
H 1.1333 0.1242 0.2188
H -0.3885 0.2547 0.6497
H 0.4328 0.8572 0.0017
H -0.1444 -0.2563 -0.0627
H 0.0518 0.1172 -0.2842
H -0.1747 0.0599 0.2451
H 0.0428 0.1444 -0.2658
H -0.0957 -0.5129 -0.0967
H 0.0169 0.5563 -0.3686
H -0.1110 -0.1957 0.3670
H -0.6065 1.0553 0.3323
H -0.6137 -0.7915 0.0341
H 0.3909 0.8838 0.1109
H 0.3093 -0.3846 0.3804
H 0.5362 0.0575 0.2887
H 0.5682 -0.0689 -0.1350
H 0.1415 -0.3266 -0.0665
C -1.3834 1.0011 1.4264
C -0.1139 0.5305 -0.8087
C 1.3402 -1.5894 -0.4703
N 0.5845 -1.5151 0.3065
C -0.5486 0.8116 -1.4846
C -0.3136 1.8755 0.1237
C -0.3614 0.2345 0.7700
C 1.6580 -0.0675 -0.2369
C 0.6051 -0.2485 0.7178
C -2.0673 0.3143 2.0488
H -0.0030 0.8421 -0.9889
H 0.5650 -1.0887 -0.1015
H 0.3952 -0.4306 -0.0462
H 0.5657 0.1888 -0.4524
H 0.0369 -0.2166 0.3090
H 0.7488 0.2874 -0.1427
H 0.1342 -0.1919 -0.4596
H -0.9820 -0.4540 0.4962
H -0.0054 -0.1572 -0.3471
H -0.2692 -0.9061 0.3764
H 0.7063 -0.3931 0.2531
H 0.2338 0.1683 0.2650
H -0.1662 -0.2363 -0.5128
H 0.0803 0.3227 -0.1027
H -1.0722 -0.6687 -0.4127
H -0.5546 -0.0510 0.4727
H 0.0682 0.4286 -0.2255
H -0.0061 -0.1363 -0.4753
H 0.2691 0.2237 -0.1673
H -0.3215 0.8437 -0.1215
C 0.1214 0.2866 -0.3099
C -1.1193 -0.4216 1.0391
C -0.4129 0.5553 -0.5686
N 2.2160 0.2888 0.4642
C -0.9013 -0.5870 1.5268
C 1.8728 0.2297 -1.1933
C -0.3221 -0.9355 -0.4530
C 1.5382 -1.3057 1.4912
C -1.2875 0.5225 -1.5579
C -0.2520 0.7535 -0.6506
H -0.1563 0.0543 -0.0457
H -0.0520 0.1572 -0.0699
H 0.1549 0.2364 0.3898
H 0.6139 -0.1594 -0.4908
H -0.0969 0.2684 -0.2549
H 0.4308 0.2597 0.7002
H -0.0455 -0.2188 -0.3428
H -0.3148 -0.2962 0.0696
H -0.3268 0.2863 0.1981
H -0.7433 0.0769 0.1756
H 0.0437 0.0384 -0.0545
H 0.0349 0.5233 -0.0980
H 0.2182 0.1097 -0.2411
H -0.3275 0.3703 -0.1255
H -0.7615 -0.3734 0.0838
H -0.1719 0.1952 0.2762
H 0.8497 -0.2798 -0.3066
H 0.1270 0.1571 -0.1806
H -0.7178 0.0474 0.3312
H 0.0182 -0.6926 -0.1384
C -1.0469 -0.7562 0.0755
C -0.0056 -0.3274 1.6022
C 1.1234 1.0339 -0.4547
N 0.8210 -1.3692 0.1459
C -0.5349 1.5153 -0.5772
C -0.4296 -0.5694 0.1624
C -0.1208 1.2625 0.7802
C 0.9866 -0.0507 0.2984
C -1.7613 -1.0707 -1.0989
C -0.2536 0.2464 0.2270
H 0.0748 0.7034 -0.2639
H -0.1647 0.1471 -0.3063
H 0.2256 -0.6603 -0.5062
H -0.1874 -0.0812 -0.0822
H -0.4113 -0.1295 -0.5835
H -0.1227 -0.1551 0.0844
H 0.4959 0.2354 0.4086
H -0.4137 0.2174 -0.1626
H 0.7010 0.1079 -0.1873
H 0.0612 -0.4119 0.1769
H 0.2796 0.0110 0.0534
H 0.3471 0.2088 0.7445
H 0.4319 -0.7121 -0.6249
H -0.0875 0.0639 -0.1627
H -0.0114 -0.0036 -0.2347
H 0.2734 -0.2029 0.5731
H -0.1298 -0.1358 0.1903
H 0.1058 0.2997 0.1098
H -0.0877 0.0746 0.1030
H -0.2878 0.3286 -0.1083
C -1.2037 0.7289 -0.2186
C -1.6141 -0.2210 -0.4664
C 1.8625 1.2970 -0.2889
N -0.3889 -2.4342 -0.4104
C 0.2743 -1.7806 -0.9157
C -0.2205 1.3035 0.5918
C 0.1027 0.5009 -0.3346
C -0.0330 -1.0714 1.3817
C -0.5980 1.0440 -1.3656
C -1.1154 0.9950 2.0639
H 0.8889 0.1129 -0.4714
H 0.0369 -0.0447 -0.1778
H -0.1059 -0.7766 0.4518
H 0.8008 -0.1979 -0.0964
H -0.1443 -0.4528 -0.0888
H 0.1822 0.7564 0.5545
H 0.1038 -0.4187 -0.0636
H 0.1140 -0.4096 0.9378
H 0.6413 -0.0730 0.0761
H -0.0538 -0.0132 0.0483
H -0.0029 0.1177 -0.0367
H -0.0359 0.2297 0.3981
H 0.4226 0.1057 -0.2663
H 0.1611 -0.4840 0.0405
H -0.1876 0.1330 -0.5489
H -0.2594 0.5668 -0.1755
H 0.5702 0.5133 -0.2554
H 0.6188 -0.0936 -0.3395
H -0.7069 -0.0312 0.2773
H 0.1251 0.0091 -0.1158
C 0.9388 0.0593 0.2923
C -0.7872 1.4299 1.4155
C 0.6207 -0.9594 0.8255
N 0.7775 -0.0656 0.6599
C -0.7937 -0.0068 0.6608
C 0.2412 0.4365 1.4325
C 0.4459 -1.2472 -1.4414
C 0.4925 0.6989 1.8952
C 0.2552 0.5201 -1.4646
C 0.6704 0.9835 -1.6773
H 0.0328 -0.2110 -0.2620
H 0.1618 -0.1493 0.0790
H -0.4993 0.2928 -0.2595
H 0.2140 -0.7030 -0.4102
H 0.2474 0.1993 -0.0154
H -0.0791 -0.0862 -0.0806
H 0.3012 0.0230 0.0624
H 0.0746 -0.0804 -0.1724
H -0.0851 0.2272 -0.2753
H -0.3202 -0.1865 -1.0085
H -0.2580 -0.4162 -0.1668
H -1.0181 0.5260 -0.0738
H -0.3274 -0.2757 0.5507
H -0.5139 0.5456 -0.2450
H 0.0243 -0.6551 -0.2697
H 0.0592 0.0549 -0.2812
H 0.1123 -0.4483 -0.1317
H -0.8338 -0.6311 0.4554
H 0.2157 -0.6281 -0.1621
H -0.3133 0.3973 0.2796
B -0.6618 0.2735 1.0217
F 1.1613 0.9224 0.7896
F 0.3200 0.4241 -0.5975
F 0.1349 -1.1819 -0.9331
F -0.8215 0.0854 -0.5235
B 1.3369 -2.3000 2.2373
F 3.7191 2.5393 -0.0546
F -4.7494 3.0407 -0.8653
F -0.2272 -1.7279 -2.6263
F -0.4859 -1.2992 1.3254

## Properties
HOMO level	-17.3	eV
multiplicity	1
HOMO-LUMO gap	6.96	eV
net charge	+6
largest force on an atom	0.111	hartree/bohr